DFT (wB97M-V/def2-TZVPD) results for the ion C5H7N2O2 with charge -1 at a distorted geometry.

Values from the calculation:
total charge = -1
HOMO (alpha / beta) = -0.057 / -0.075 Ha
relative energy (zero: lowest compared OMol25 entry of this formula, charge and spin) = 123.3 kcal/mol
electronic energy = -454.606393 Eh
LUMO energy (alpha / beta) = 3.77 / 3.76 eV
SMILES string = [H]/N=C1/C(=O)CCCN1[O-]

Geometry (Å):
H  3.189630  -1.493237  0.010288
N  3.148092  -0.499716  -0.016876
C  1.858619  -0.213823  0.013090
C  1.607252  1.281941  0.022081
O  2.414218  2.157853  -0.071570
C  0.113659  1.400440  0.288542
C  -0.635298  0.270421  -0.510912
C  -0.422318  -1.119724  0.046799
N  1.001667  -1.482272  -0.047795
O  1.513241  -2.649244  -0.008572
H  -0.198377  2.452662  -0.070443
H  -0.083277  1.486558  1.425049
H  -1.709544  0.356919  -0.578523
H  -0.164478  0.456229  -1.423434
H  -0.630726  -1.427592  1.101784
H  -1.070952  -1.873280  -0.618551

Cartesian forces, eV/Å:
0.258 -1.295 -0.033
-0.671 1.498 0.282
3.485 -4.244 -0.779
-2.756 -2.790 0.832
0.244 0.444 -0.131
-1.572 2.904 0.745
0.045 0.765 3.310
0.581 -3.716 -1.136
-0.727 7.158 -0.911
0.325 -1.004 0.423
0.159 -1.448 0.269
0.338 -0.664 -1.585
-0.302 0.795 -0.005
0.246 -0.798 -2.076
-0.982 1.099 -0.380
1.329 1.296 1.174

Mulliken atomic charge list, values in e, 5 entries: 0.3157, -0.8139, 0.0304, 0.5499, -0.5728